Here is a structure of composition C11H25AgBr2FN3O3 from OMol25. Energies are from ωB97M-V/def2-TZVPD.

Values from the calculation:
Highest occupied orbital energy, eV: -8.9
Electronic energy, Eh: -6218.8648
Gap between HOMO and LUMO, eV: 5.93
LUMO energy, eV: -2.92

```
! RIJCOSX wB97M-V def2-TZVPD def2/J DEFGRID3
* xyz 0 1
Ag 0.67 1.89 -2.53
F 0.06 0.48 -0.56
Br 1.72 -4.56 -1.17
C 1.06 -2.75 -1.61
C 1.97 -2.14 -2.68
Br 1.93 -2.99 -4.44
H 0.99 -2.06 -0.77
H 0.01 -2.79 -1.90
H 2.99 -2.25 -2.30
H 1.75 -1.07 -2.69
C -2.61 2.77 0.47
O -2.66 3.88 1.06
N -3.71 2.05 0.10
C -3.53 0.92 -0.77
C -5.06 2.39 0.43
H -1.65 2.32 0.17
H -2.52 0.61 -1.04
H -4.07 1.09 -1.70
H -4.04 0.04 -0.36
H -5.72 2.61 -0.41
H -5.52 1.50 0.86
H -5.15 3.19 1.17
C 3.90 0.89 -0.53
O 4.29 -0.30 -0.64
N 4.68 1.95 -0.08
C 4.24 3.33 0.05
C 6.10 1.71 0.23
H 2.87 1.21 -0.78
H 3.94 3.39 1.09
H 3.27 3.45 -0.43
H 4.97 4.05 -0.32
H 6.52 1.01 -0.50
H 6.72 2.58 0.04
H 6.21 1.24 1.21
C -2.19 -1.97 0.34
O -3.09 -2.49 -0.39
N -2.08 -2.35 1.65
C -0.88 -2.03 2.36
C -3.07 -3.22 2.37
H -1.42 -1.24 0.06
H -0.23 -1.47 1.69
H -0.38 -2.99 2.52
H -1.15 -1.43 3.23
H -2.72 -4.23 2.58
H -3.55 -2.84 3.26
H -3.86 -3.37 1.64
*
```